(1)
{"formula": "C21H22N6O5", "method": "ωB97M-V with the def2-TZVPD basis set", "charge": 0, "homo_energy_ev": -7.84, "orbital_gap_ev": 8.2, "spin_multiplicity": 1, "e_above_lowest_kj_mol": 2139.9, "elements": ["C", "C", "O", "C", "C", "C", "C", "C", "C", "N", "C", "O", "C", "N", "C", "N", "H", "H", "C", "N", "N", "C", "O", "N", "H", "C", "C", "C", "C", "C", "C", "C", "H", "O", "C", "O", "H", "H", "H", "H", "H", "H", "H", "H", "H", "H", "H", "H", "H", "H", "H", "H", "H", "H"], "xyz": [[-2.93178, -1.78071, 2.40105], [-2.17980, -1.67615, 0.93818], [-2.76344, -0.55723, 0.12244], [-4.09787, -0.86871, -0.41503], [-4.83074, -2.21386, -0.57175], [-6.13355, -2.20642, -1.01213], [-6.71613, -1.14306, -1.52404], [-5.96716, 0.20972, -1.78264], [-4.78155, 0.30994, -1.10730], [-3.99152, 1.47541, -0.98915], [-3.69761, 2.30242, 0.18753], [-4.11332, 1.87373, 1.17460], [-2.54202, 3.00004, -0.15056], [-1.32198, 2.54375, -0.21309], [-0.77291, 1.56725, 0.48052], [-1.15766, 1.39344, 2.03443], [-2.02343, 1.38731, 2.21171], [-0.64659, 0.58613, 2.41385], [0.38133, 1.12937, -0.20618], [0.20755, 1.62034, -1.26112], [-0.76726, 2.40090, -1.53968], [1.03956, 0.04328, 0.45132], [1.01347, -0.47532, 1.44745], [2.01109, -0.37623, -0.44486], [2.12733, 0.28893, -1.70773], [3.16316, -1.40874, -0.36823], [4.44788, -0.99175, -0.15622], [4.69706, 0.13693, 0.93807], [5.79964, 0.56975, 1.30977], [6.89698, 0.38094, 0.32866], [6.65714, -0.25247, -0.92690], [5.41141, -1.00791, -1.23425], [5.31968, -1.54372, -1.96832], [7.76090, -0.50788, -1.66415], [8.69065, 0.34904, -0.94972], [8.18334, 1.11520, 0.26902], [9.06051, 1.26353, -1.76585], [9.60659, -0.17299, -0.43690], [6.03256, 1.25499, 2.08892], [3.74639, 0.22246, 1.78164], [3.18651, -2.21979, -1.02843], [2.62106, -1.87453, 0.79128], [-2.58196, 3.76150, 0.88813], [-2.79633, 3.66077, -0.88924], [-3.76623, 1.92983, -1.92609], [-6.20071, 1.00296, -2.14681], [-7.49509, -1.19721, -2.15129], [-6.47082, -3.20966, -1.03655], [-4.42438, -2.82869, -0.05753], [-1.41893, -1.29748, 1.09372], [-2.33125, -2.57755, 0.36346], [-2.98656, -0.76075, 2.74092], [-2.21658, -2.39992, 2.83560], [-3.93664, -2.23115, 2.33944]], "forces_ev_per_a": [[-0.0795, 0.5029, -4.0435], [-16.2085, -3.8292, -1.4955], [-3.6904, -2.3293, -0.8191], [-1.5262, -0.4197, -1.9017], [-0.3681, 13.0569, -3.0838], [1.9510, -1.5526, 0.4944], [2.7667, 5.9185, -2.1260], [2.8796, -12.6952, 7.2577], [2.5543, -2.4783, 2.6192], [0.0339, 3.0537, -2.8681], [-1.0025, -7.1600, -5.9516], [-1.8801, 0.0945, 5.5651], [-2.4325, 8.3683, 6.4614], [3.2299, -4.4804, -2.6240], [-1.2182, 0.8404, 8.2250], [10.2145, 0.1590, -5.8582], [-8.6020, -0.0467, 1.2579], [-0.2921, 0.6005, -0.4478], [-4.6634, -2.3430, 12.1712], [1.7321, 3.5690, -14.7483], [1.1192, 0.2099, 2.3553], [5.7964, 1.3595, -10.5375], [-2.4194, -3.2922, 9.7056], [3.6734, 0.9895, -7.5671], [-0.8724, -2.2424, 5.1217], [-7.6848, -1.2501, 5.9358], [5.7978, 6.8355, -0.4025], [-10.5591, -6.6241, -0.0282], [9.0939, 3.0875, -1.2448], [-0.6357, 1.0503, -1.8980], [-2.7937, -2.2197, 2.5867], [1.3847, 6.9245, 12.0081], [-0.8913, -5.6468, -8.0700], [1.4786, 2.1750, 1.5219], [4.3857, 3.3461, -0.7583], [-2.9061, -3.7219, -1.9719], [-0.8944, -2.7985, 2.4019], [-1.7357, 0.3171, -1.7908], [-0.2400, 0.2260, 0.8139], [2.5563, -0.1357, -2.7587], [-1.0799, -0.9374, -1.4557], [2.0536, 0.6028, -3.1817], [0.4382, -1.2421, -2.5195], [0.0211, 1.6607, -2.3143], [-0.3542, -0.8387, 1.7667], [-4.0982, 8.8967, -4.8362], [-3.4165, -0.5395, -1.5250], [-1.4385, -0.5965, -0.1364], [4.6211, -8.6193, 5.7243], [13.8989, 5.1809, 2.5018], [0.8561, -0.3070, 0.0071], [0.0611, 0.1241, 0.5980], [0.7990, -0.9609, 1.8250], [0.5863, 0.1573, 0.0383]], "mulliken_charge": [-1.124, 0.220, -0.170, 0.602, -1.160, -0.361, -0.821, -0.956, 0.114, -0.019, 0.699, -0.536, -1.544, 0.771, 0.623, -0.599, 0.339, 0.290, 0.339, 0.083, -1.271, 0.363, -0.574, -0.408, 0.380, -1.063, 0.522, -0.475, -0.420, 0.489, 0.473, -1.263, 0.837, -0.346, -0.219, -0.382, 0.198, 0.241, 0.451, 0.067, 0.533, 0.247, 0.318, 0.676, 0.283, 0.824, 0.419, 0.388, 0.773, -0.442, 0.520, 0.212, 0.510, 0.348]}

(2)
{"formula": "C26H28N5O6SSiTi", "method": "ωB97M-V with the def2-TZVPD basis set", "charge": 1, "homo_energy_ev": -9.67, "orbital_gap_ev": 3.1, "spin_multiplicity": 1, "elements": ["Ti", "N", "N", "C", "O", "O", "H", "H", "H", "O", "S", "O", "O", "C", "N", "C", "C", "C", "N", "C", "C", "C", "N", "C", "C", "H", "H", "H", "H", "H", "H", "C", "C", "C", "C", "Si", "O", "C", "C", "C", "C", "C", "C", "C", "C", "C", "C", "C", "C", "H", "H", "H", "H", "H", "H", "H", "H", "H", "H", "H", "H", "H", "H", "H", "H", "H", "H", "H"], "xyz": [[1.68179, -1.09540, 1.34299], [2.66335, -3.02196, 1.00634], [3.87350, -2.79536, 1.73183], [3.81170, -1.96158, 2.86688], [4.63386, -1.98970, 3.71322], [2.73664, -1.13675, 2.78874], [2.15918, -3.82901, 1.37152], [2.90731, -3.21177, 0.03728], [4.51654, -3.57226, 1.80419], [-5.30467, -3.17635, -1.85069], [-6.33611, -2.20321, -1.55192], [-6.08122, -0.87695, -2.10258], [-7.69474, -2.67029, -1.61303], [-6.01755, -1.76679, 0.19829], [-6.89429, -0.99664, 0.87394], [-6.47847, -0.46722, 2.01405], [-5.15020, -0.55240, 2.43464], [-4.33983, -1.37228, 1.67566], [-4.78822, -2.04256, 0.61835], [-2.89471, -1.53039, 1.83004], [-2.14093, -1.17913, 2.96084], [-0.77908, -1.26020, 2.90394], [-0.12139, -1.70743, 1.79477], [-0.86757, -2.15235, 0.73678], [-2.21733, -2.07169, 0.72128], [-7.21253, 0.09540, 2.58016], [-4.78112, 0.04046, 3.26292], [-2.61602, -0.80869, 3.85778], [-0.16080, -0.95554, 3.73938], [-0.32227, -2.55028, -0.10633], [-2.79560, -2.40677, -0.13417], [3.98196, 1.92937, -2.27883], [3.41389, 0.71593, -1.53522], [3.58176, -0.54891, -2.39697], [4.17444, 0.53047, -0.20767], [1.59211, 0.90366, -1.08951], [1.36147, -0.56170, -0.24133], [0.22479, 1.01741, -2.31051], [0.33060, 1.65477, -3.54970], [-0.75968, 1.70285, -4.40748], [-1.96278, 1.11027, -4.04645], [-2.08975, 0.47607, -2.81612], [-1.00303, 0.43814, -1.95597], [1.43614, 2.12783, 0.33058], [1.26992, 1.69409, 1.64853], [1.13943, 2.54316, 2.73193], [1.17209, 3.90784, 2.49674], [1.34571, 4.38604, 1.20329], [1.47557, 3.50836, 0.13567], [5.03899, 1.76933, -2.51117], [3.90821, 2.84300, -1.68259], [3.46156, 2.09501, -3.22464], [4.64228, -0.73109, -2.58944], [3.07771, -0.44881, -3.36069], [3.16739, -1.43362, -1.90542], [5.19324, 0.18659, -0.39764], [3.70752, -0.22824, 0.45194], [4.22481, 1.45696, 0.36521], [1.26401, 2.11692, -3.85342], [-0.67009, 2.20391, -5.36286], [-2.80952, 1.14516, -4.71960], [-3.03147, 0.01570, -2.53446], [-1.11125, -0.04060, -0.98922], [1.21183, 0.62282, 1.87547], [1.01438, 2.15874, 3.73570], [1.06007, 4.59662, 3.32301], [1.37388, 5.45382, 1.02706], [1.60258, 3.90725, -0.86530]], "forces_ev_per_a": [[-1.3041, -1.4340, -0.5098], [0.3585, 0.3718, 0.4051], [-0.0271, 0.0128, 0.0388], [0.1981, -0.3469, -0.2561], [-0.0072, 0.1739, 0.1975], [1.0641, 0.0301, 0.8294], [-0.0851, -0.0815, 0.0239], [-0.0557, 0.0833, -0.1113], [-0.0328, -0.0922, 0.0044], [-0.0075, 0.0427, 0.0711], [-0.0783, 0.0042, -0.0392], [0.0458, -0.0676, 0.0497], [0.1214, 0.0617, 0.0373], [0.1273, 0.2306, -0.0421], [0.2021, -0.3505, 0.2041], [-0.1051, -0.0124, -0.4009], [0.1596, 0.1394, 0.2467], [-0.2257, -0.1282, -0.0092], [-0.5247, 0.2823, -0.2068], [0.2323, -0.1123, 0.1286], [-0.1681, 0.1549, -0.1841], [0.2637, -0.0311, 0.0262], [-0.5759, -0.1106, 0.2456], [0.2685, 0.0248, 0.1102], [-0.0987, -0.2029, -0.0026], [0.0465, 0.0398, 0.0043], [-0.0756, -0.1083, 0.0283], [0.0122, -0.0251, 0.0245], [0.0488, -0.0114, 0.0215], [0.0345, 0.0476, -0.1100], [-0.0232, 0.0037, 0.0402], [-0.0372, 0.0687, 0.0151], [-0.0083, -0.2296, -0.0342], [-0.0507, 0.1614, -0.0401], [-0.1097, 0.2070, -0.1783], [0.2484, 0.6368, -0.2875], [0.1610, 0.1954, -0.5047], [0.0696, -0.0886, -0.0795], [0.0331, -0.0287, 0.0066], [-0.0094, 0.0224, -0.0212], [0.0448, 0.0246, 0.0301], [-0.0377, -0.0491, 0.0806], [0.0377, 0.0948, -0.0654], [-0.1445, -0.3062, 0.2150], [0.1704, 0.3512, -0.4838], [0.0268, -0.0930, 0.1005], [0.0058, 0.0747, -0.0483], [0.0031, 0.0220, 0.0333], [0.0063, 0.0297, -0.0354], [-0.0350, 0.0150, 0.0224], [0.0114, -0.0328, -0.0282], [0.0581, -0.0084, 0.0283], [-0.0175, -0.0105, -0.0037], [0.0147, -0.0111, 0.0272], [0.0338, -0.0427, -0.0038], [-0.0047, -0.0446, 0.0444], [0.2814, 0.0079, -0.1251], [0.0032, -0.0197, 0.0298], [-0.0479, -0.0159, -0.0138], [0.0042, -0.0223, 0.0164], [0.0160, -0.0105, 0.0137], [0.0037, 0.0251, -0.0309], [-0.0521, -0.0226, -0.0110], [-0.4356, 0.5346, 0.4649], [0.0081, -0.0052, -0.0117], [0.0150, 0.0060, -0.0146], [-0.0031, -0.0325, -0.0016], [-0.0520, 0.0081, 0.0294]], "mulliken_charge": [-0.521, -0.344, -0.243, 0.589, -0.484, -0.380, 0.346, 0.307, 0.286, -0.667, 1.213, -0.659, -0.648, 0.107, -0.436, -0.346, -0.635, 0.247, -0.373, 1.133, -0.907, -0.312, 0.169, -0.643, -0.415, 0.431, 0.342, 0.467, 0.518, 0.522, 0.740, -1.800, 2.104, -1.694, -1.680, -0.055, 0.088, 0.788, -0.395, -0.581, -0.739, -0.774, -0.326, 0.542, 0.723, -1.139, -0.566, -0.793, -0.481, 0.478, 0.373, 0.378, 0.497, 0.386, 0.208, 0.528, 0.452, 0.343, 0.198, 0.434, 0.442, 0.808, 0.087, 0.901, 0.511, 0.417, 0.447, 0.489]}